1.
Entry from OMol25: a structure of composition C3H4BrO3Zr (ωB97M-V with the def2-TZVPD basis set).

ΔE to the lowest compared entry with this formula, charge and spin in eV: 0.605
Charge: +3
HOMO in eV: -20.45
Orbital gap in eV: 2.1

Cartesian coordinates (Å):
Zr -5.2834 2.1754 -1.3529
Br -3.3911 0.4978 -0.7341
C 1.4795 0.3735 0.6710
C 0.4301 0.3060 -0.4895
O 0.1935 -1.0589 -0.6110
C 0.6572 -1.7188 0.4562
O 0.5771 -2.9518 0.5945
O 1.2774 -0.8694 1.3073
H 1.2022 1.1367 1.3981
H 2.5127 0.4621 0.3354
H 0.8646 0.8614 -1.3206
H -0.5198 0.7860 -0.2545

***

2.
Entry from OMol25: a structure of composition C10H15ClN3 (ωB97M-V with the def2-TZVPD basis set).

ΔE to the lowest compared entry with this formula, charge and spin in eV: 6.098
Charge: +1
HOMO (alpha / beta) in eV: -11.74 / -11.75
Orbital gap (alpha / beta) in eV: 6.1 / 6.1

Cartesian coordinates (Å):
C -2.8961 -0.9530 2.1212
C -2.0307 0.0954 1.6775
C -2.7084 -2.2110 1.6693
C -0.8875 -1.5941 0.5055
C -0.9224 -0.2536 0.8349
C 1.5525 -0.3653 -1.4555
C 0.2466 0.3272 -1.7750
C 1.4553 -1.6250 -0.6074
C 0.0418 1.3313 -0.5820
C -1.2287 2.1089 -0.8211
N -1.7462 -2.4408 0.7713
N 0.9169 0.9892 1.6730
N 0.1417 0.5899 0.5972
Cl -1.4428 2.9960 0.7356
H -3.6281 -0.6492 2.9059
H -2.2986 1.1069 1.9217
H -3.2651 -3.0026 2.0214
H 0.4356 -1.7561 0.0448
H 2.0918 -0.5697 -2.4503
H 2.1671 0.3128 -0.8817
H 0.2407 1.0317 -2.5480
H -0.6246 -0.2920 -1.9763
H 1.6193 -2.3945 -1.3716
H 2.2146 -1.7353 0.1502
H 1.0047 1.9888 -0.6362
H -2.1537 1.5569 -0.8598
H -1.1661 2.9300 -1.5153
H 0.6170 0.6209 2.5619
H 1.0363 2.0501 1.6259

***

3.
Entry from OMol25: a structure of composition C20H51F2N8O13S2Tl (ωB97M-V with the def2-TZVPD basis set).

ΔE to the lowest compared entry with this formula, charge and spin in eV: 1.492
Charge: +2
HOMO in eV: -13.58
Orbital gap in eV: 1.9

Cartesian coordinates (Å):
Tl -1.6721 -2.3615 2.0417
N -0.6713 0.0708 0.8384
S -0.9062 1.0260 -0.3139
O 0.1210 1.3655 -1.2506
O -1.9695 1.9827 -0.0921
F -1.7795 -0.0680 -1.1471
S 0.3467 1.1182 1.6660
O -0.2532 2.3615 2.0263
O 1.7607 1.0094 1.4594
F 0.1251 0.3641 3.0634
C -1.8071 2.3644 -4.1635
C -0.5707 1.4891 -4.4321
C -0.7721 0.3622 -5.4834
O 0.4408 2.2831 -5.0059
H -2.7368 1.8154 -4.0162
H -1.9439 3.0983 -4.9568
H -1.6530 2.9128 -3.2295
H -0.1887 0.9934 -3.5240
H 0.0025 -0.3843 -5.2949
H -0.6146 0.6701 -6.5167
H -1.7429 -0.1351 -5.5022
H 0.3334 3.1613 -4.5926
C 3.6721 -0.6435 -3.3198
C 3.1155 0.6871 -2.8947
C 3.8873 1.3799 -1.7562
O 3.0876 1.5774 -4.0191
H 4.5907 -0.5079 -3.8959
H 2.9466 -1.1710 -3.9362
H 4.0583 -1.1686 -2.4435
H 2.0753 0.6380 -2.5572
H 4.3721 0.6427 -1.1166
H 3.1543 1.9239 -1.1572
H 4.6150 2.1234 -2.0781
H 2.2012 1.7619 -4.3615
O -1.0191 -3.0078 -0.9613
C -0.1477 -3.0110 -1.8180
N 0.7620 -3.9964 -1.9002
C -0.2062 -1.9626 -2.9425
H 0.6383 -4.6668 -1.1554
H 1.2938 -4.2037 -2.7260
H 0.4129 -2.2762 -3.7767
H 0.1685 -1.0490 -2.4732
H -1.2717 -1.7911 -3.0673
O -3.4607 -0.2644 2.8356
C -3.8123 0.8734 3.1541
N -3.4012 1.9737 2.5042
C -4.8531 1.0631 4.2407
H -3.8188 2.8634 2.7077
H -2.5869 1.8026 1.9303
H -4.7142 0.4448 5.1224
H -5.8153 0.8006 3.7937
H -4.9706 2.1065 4.5331
O 1.5523 -2.3462 0.9071
C 2.6676 -2.3222 0.3317
N 3.2970 -1.1624 0.2318
C 3.4365 -3.5828 0.0120
H 4.3060 -1.2065 0.1833
H 2.8622 -0.3367 0.6326
H 2.8978 -4.5048 -0.1750
H 4.2485 -3.6988 0.7287
H 3.9171 -3.3980 -0.9565
O 0.6644 -2.3459 3.6857
C 1.6716 -2.6190 4.3534
N 1.7350 -3.7685 5.0106
C 2.7414 -1.5330 4.5128
H 2.3907 -3.9359 5.7589
H 1.0069 -4.4608 4.9542
H 2.4663 -0.7293 5.1944
H 2.8729 -1.0615 3.5413
H 3.6786 -1.9366 4.8976
O -3.7267 -1.9952 -0.0307
C -4.7656 -1.6875 -0.6035
N -5.6294 -2.6215 -1.0222
C -5.1715 -0.2097 -0.8216
H -5.4626 -3.5933 -0.8199
H -6.5280 -2.3646 -1.3943
H -4.2273 0.3191 -0.9532
H -5.5672 0.2512 0.0813
H -5.8360 -0.2607 -1.6799
O 0.7622 4.7081 -3.4726
C 1.8172 4.6711 -2.8277
N 2.9257 5.2264 -3.3356
C 1.7312 4.4300 -1.3326
H 2.8423 5.5830 -4.2747
H 3.7802 5.2875 -2.8121
H 1.0829 5.2186 -0.9509
H 2.7300 4.5219 -0.9117
H 1.1493 3.5222 -1.1813
O -1.7703 -1.1927 4.8603
C -1.3328 -0.8125 5.9436
N -1.4686 -1.5391 7.0758
C -0.6026 0.5155 5.9905
H -1.7488 -2.4788 6.8274
H -0.8806 -1.3776 7.8756
H 0.4337 0.2684 5.7680
H -0.7671 0.9799 6.9617
H -1.0043 1.1373 5.1971

***

4.
Entry from OMol25: a structure of composition C24H27BaBrN8 (ωB97M-V with the def2-TZVPD basis set).

HOMO in eV: -8.06
Orbital gap in eV: 7.3

Cartesian coordinates (Å):
Ba 0.1599 -0.8144 0.3823
C -0.0957 -5.9645 0.1648
C 1.2603 -6.2595 0.0765
C 2.1952 -5.2433 0.1330
C 1.7368 -3.9384 0.3014
N 0.4330 -3.6557 0.4075
C -0.4627 -4.6413 0.3277
N 2.6417 -2.8418 0.2044
C 2.5253 -1.7840 0.9408
N 2.7748 -0.5051 0.4480
C 2.2526 0.4286 1.3385
N 2.0572 1.6655 1.0124
C 0.9568 2.4240 1.4902
C 1.1205 3.7715 1.8088
C -0.0052 4.5100 2.1174
C -1.2621 3.9129 2.0946
C -1.3326 2.5709 1.7720
N -0.2522 1.8416 1.4826
C 1.7582 -0.3031 2.6082
C 1.2410 0.1606 3.8064
C 0.8678 -0.7883 4.7509
C 1.0078 -2.1511 4.4984
C 1.5323 -2.6175 3.2980
C 1.9128 -1.6743 2.3564
H -0.8483 -6.7372 0.0999
H 1.5907 -7.2833 -0.0488
H 3.2561 -5.4302 0.0443
H -1.5011 -4.3358 0.3910
H 2.1087 4.2085 1.7984
H 0.0974 5.5583 2.3692
H -2.1637 4.4693 2.3082
H -2.2769 2.0381 1.7379
H 1.1596 1.2208 4.0052
H 0.4587 -0.4687 5.7005
H 0.7035 -2.8633 5.2545
H 1.6535 -3.6766 3.1128
C -1.7192 4.4750 -2.3597
C -2.0779 2.9951 -2.4154
C -2.4060 2.5898 -3.8466
C -3.2798 2.7230 -1.5028
N -0.8625 2.2714 -1.9817
N -0.9884 0.8464 -1.9588
H -2.5574 5.0868 -2.6984
H -0.8506 4.6839 -2.9855
H -1.4768 4.7775 -1.3356
H -3.1991 3.2270 -4.2431
H -2.7567 1.5580 -3.9042
H -1.5267 2.6955 -4.4863
H -4.0895 3.4277 -1.7068
H -2.9956 2.8346 -0.4542
H -3.6832 1.7165 -1.6330
H -0.6505 2.5471 -1.0288
H -0.8394 0.5143 -2.9008
H -1.8970 0.5351 -1.6202
C 2.2560 -2.2653 -3.9226
C 1.1496 -2.0759 -2.9827
N 0.3071 -1.8909 -2.2280
H 2.3821 -1.3695 -4.5261
H 2.0465 -3.1157 -4.5680
H 3.1634 -2.4510 -3.3501
Br -2.7103 -1.1395 0.0452

***

5.
Entry from OMol25: a cluster of 2 separate species, CH3F2NS in total (ωB97M-V with the def2-TZVPD basis set).

ΔE to the lowest compared entry with this formula, charge and spin in eV: 4.397
HOMO (alpha / beta) in eV: -12.02 / -8.96
Orbital gap (alpha / beta) in eV: 11.9 / 4.9

Cartesian coordinates (Å):
C -0.7544 -0.2139 0.3160
N 2.2488 -1.1311 0.4134
F 3.4109 1.1042 0.9135
F 3.3593 0.3355 -1.4219
S 3.4572 -0.4396 0.1283
H 0.2067 -0.4591 0.6699
H -1.0903 0.7191 0.1503
H -1.3216 -0.9234 -0.1244

***

6.
Entry from OMol25: the ion C3H6O3P with charge -1 (ωB97M-V with the def2-TZVPD basis set).

ΔE to the lowest compared entry with this formula, charge and spin in eV: 2.866
Charge: -1
HOMO in eV: -4.25
SMILES string: C[C@@](O)(P)C(=O)[O-]
Orbital gap in eV: 8.3

Cartesian coordinates (Å):
C 0.3099 1.1398 -0.3698
C 0.2331 -0.2485 0.3042
O 1.0563 -0.4596 1.4107
P -1.7938 -0.4846 0.9643
C 0.4273 -1.3645 -0.8433
O 1.6022 -1.4209 -1.2518
O -0.6107 -1.9505 -1.2240
H -0.2256 1.1292 -1.3185
H 1.4206 1.3753 -0.6287
H 0.0370 1.9494 0.2881
H 1.9089 -0.5314 1.0204
H -2.1860 0.5868 1.7730
H -2.1793 0.2794 -0.1247

***

7.
Entry from OMol25: an isolated molecule of C2H4N4 (ωB97M-V with the def2-TZVPD basis set).

ΔE to the lowest compared entry with this formula, charge and spin in eV: 1.904
2S+1: 3
HOMO (alpha / beta) in eV: -5.92 / -10.67
Orbital gap (alpha / beta) in eV: 7.0 / 7.2

Cartesian coordinates (Å):
C 1.8474 -0.2666 0.4310
C -1.4210 0.4556 -0.5330
N -0.0926 -1.2072 0.5347
N 1.2160 -1.3279 0.9048
N 0.9836 0.5362 -0.1570
N -0.1649 -0.0471 -0.0001
H 2.8430 0.0413 0.6483
H -2.3164 0.3555 0.1498
H -1.3310 1.4994 -0.5888
H -1.5641 -0.0392 -1.3898

***

8.
Entry from OMol25: a structure of composition C8H29AlBIN11O7 (ωB97M-V with the def2-TZVPD basis set).

Charge: -1
HOMO in eV: -5.50
Orbital gap in eV: 7.7

Cartesian coordinates (Å):
C 2.4122 1.5327 4.1425
O 1.9786 0.3142 4.7674
B 0.9612 -0.3615 4.0259
O 0.9252 -1.8015 4.2008
Al -0.4860 0.4963 2.7904
I 0.5343 1.7237 0.7243
C -1.7007 1.7966 3.7973
C -2.7756 1.1211 4.6694
N -3.4996 0.1211 4.3342
H 3.3686 1.8310 4.6232
H 1.6530 2.3227 4.2984
H 2.6354 1.4006 3.0695
H 0.5661 -1.9078 5.0921
H -1.4004 -0.6899 2.1939
H -2.2223 2.4387 3.0507
H -1.0421 2.4402 4.4286
H -2.9511 1.5298 5.6873
H -3.2065 -0.1262 3.3802
C -1.1430 1.1189 -3.8080
O -1.2762 1.0754 -5.0270
N -0.6051 2.1865 -3.1667
N -1.5272 0.0953 -2.9933
H -0.4940 2.2334 -2.1702
H -0.3081 2.9615 -3.7307
H -1.9289 -0.7147 -3.4317
H -1.4222 0.1079 -1.9917
C 2.0149 -5.0785 2.5431
O 1.4681 -4.3784 1.7125
N 2.5227 -6.3123 2.2379
N 2.1714 -4.6996 3.8461
H 2.9767 -6.9086 2.9021
H 2.4261 -6.6241 1.2901
H 1.8101 -3.7934 4.1151
H 2.6203 -5.2690 4.5372
C -5.4142 0.9909 -2.7431
O -5.5921 -0.1196 -3.2250
N -6.4505 1.8161 -2.4103
N -4.1748 1.4936 -2.4993
H -6.3309 2.7280 -2.0144
H -7.3782 1.4756 -2.5765
H -3.3822 0.9089 -2.7331
H -4.0096 2.4001 -2.1056
C 5.1456 -1.2979 2.7291
O 5.3542 -0.1674 2.3104
N 5.9404 -2.3581 2.3914
N 4.1136 -1.5951 3.5604
H 5.7900 -3.2923 2.7186
H 6.7115 -2.1750 1.7782
H 3.4975 -0.8454 3.8291
H 3.9298 -2.5154 3.9111
C -0.3408 3.2425 -8.3677
O -0.3171 4.3011 -7.7542
N -0.4234 2.0364 -7.7490
N -0.2856 3.1916 -9.7335
H -0.4436 1.1621 -8.2361
H -0.4678 2.0327 -6.7398
H -0.2243 4.0645 -10.2220
H -0.3034 2.3402 -10.2597

***

Strongest force on any atom values (in eV Å⁻¹) by entry order: 3.5; 3.6; 8.9; 4.3; 5.6; 3.1; 6.8; 1.8.
Energy values (in a.u.) by entry order: -2961.9340; -1014.0508; -3376.7676; -3968.3910; -692.3600; -685.0053; -297.3869; -2016.5867.